{"formula": "C30H36FMnN4O8", "method": "ωB97M-V/def2-TZVPD", "e_tot_ha": -3235.76093, "lumo_energy_ev": [-9.408, -8.470], "total_charge": 3, "spin_multiplicity": 2, "relative_energy_kj_mol": 28.75, "homo_energy_ev": [-15.09, -15.11], "elements": ["Mn", "C", "O", "C", "C", "C", "C", "C", "C", "O", "C", "O", "C", "H", "H", "H", "H", "H", "H", "H", "H", "H", "C", "C", "N", "C", "C", "C", "O", "O", "C", "O", "C", "C", "C", "F", "C", "C", "C", "N", "C", "C", "N", "C", "C", "H", "H", "H", "H", "H", "H", "H", "H", "H", "H", "H", "H", "H", "H", "H", "H", "H", "H", "O", "C", "O", "C", "N", "C", "C", "C", "H", "H", "H", "H", "H", "H", "H", "H", "H"], "xyz": [[-0.64045, 2.57526, 0.63056], [-5.04641, 7.50801, -0.54129], [-3.74891, 7.93005, -0.99486], [-2.72469, 7.10190, -0.89513], [-1.49970, 7.59964, -1.38854], [-0.39256, 6.81093, -1.35798], [-0.44072, 5.49915, -0.82297], [0.65957, 4.62139, -0.91678], [1.95286, 5.00548, -1.55268], [0.60144, 3.41879, -0.50836], [-1.66373, 5.05821, -0.29773], [-1.77735, 3.83746, 0.30016], [-2.80802, 5.81976, -0.33781], [-5.70619, 8.34491, -0.73511], [-5.02042, 7.29942, 0.52774], [-5.37359, 6.63447, -1.10416], [-1.47610, 8.60277, -1.79012], [0.53797, 7.19585, -1.75094], [1.80411, 5.14708, -2.62541], [2.68802, 4.22393, -1.39184], [2.32057, 5.94486, -1.13929], [-3.72161, 5.42737, 0.07886], [5.48896, -1.61654, -0.27414], [4.67479, -1.69851, 1.00351], [3.31424, -1.11616, 0.85386], [3.05315, 0.04644, 1.43509], [1.88996, 0.76107, 1.23113], [1.74040, 2.00374, 2.01915], [2.57372, 2.43457, 2.75424], [0.51748, 2.59419, 1.93406], [0.95089, 0.27758, 0.32246], [-0.06883, 0.96024, -0.07378], [1.16341, -1.02567, -0.23272], [0.20714, -1.65154, -1.04729], [0.40713, -2.91410, -1.50005], [-0.55253, -3.46148, -2.26230], [1.57238, -3.67180, -1.19288], [2.52896, -3.02439, -0.42536], [2.33804, -1.72597, 0.06192], [1.79396, -4.97321, -1.65467], [2.61304, -5.90475, -0.88875], [3.59861, -6.60747, -1.81071], [2.90133, -6.99580, -3.10776], [1.40682, -7.03702, -2.93391], [0.89426, -5.64131, -2.61086], [6.46920, -2.05869, -0.09926], [5.63618, -0.57815, -0.57073], [5.01907, -2.14271, -1.10472], [5.15440, -1.12559, 1.79304], [4.57058, -2.71699, 1.37579], [3.81715, 0.46278, 2.07995], [-0.70281, -1.13253, -1.31599], [3.46249, -3.51936, -0.21646], [1.98414, -6.62575, -0.35892], [3.19258, -5.39773, -0.12551], [3.98827, -7.51709, -1.35859], [4.43112, -5.96448, -2.08531], [3.24715, -7.90050, -3.43190], [3.13419, -6.32200, -3.83919], [1.21023, -7.76544, -2.15160], [0.96105, -7.39722, -3.85775], [-0.12405, -5.75344, -2.24133], [0.84686, -5.05650, -3.52876], [-1.43984, -0.35157, 2.20344], [-2.17483, 0.62614, 2.23241], [-1.99127, 1.78578, 1.72042], [-3.50030, 0.55460, 2.97794], [-3.55573, -0.79796, 3.66712], [-4.85174, -1.48634, 3.28123], [-5.72428, -0.34994, 2.77342], [-4.73193, 0.57198, 2.06513], [-3.53685, 1.33622, 3.73367], [-3.46729, -0.70833, 4.67714], [-2.71188, -1.28019, 3.31765], [-5.24817, -2.01018, 4.14607], [-4.61215, -2.20848, 2.50451], [-6.18959, 0.16742, 3.61430], [-6.51587, -0.71154, 2.12184], [-5.10691, 1.58249, 1.93158], [-4.47064, 0.17245, 1.08282]], "forces_ev_per_angstrom": [[-0.1, -0.2, 0.8], [0.2, 0.1, 0.0], [0.0, -0.1, 0.0], [-0.3, 0.1, 0.0], [0.1, 0.0, 0.0], [0.0, 0.0, 0.0], [0.0, 0.3, -0.2], [0.3, -0.5, 0.1], [0.0, 0.2, -0.1], [0.3, 0.2, -0.3], [0.0, -0.6, 0.3], [0.3, 0.1, -0.4], [0.0, 0.2, 0.0], [0.0, 0.0, 0.0], [0.0, 0.0, 0.0], [0.0, 0.0, 0.0], [0.0, 0.0, 0.0], [0.0, 0.0, 0.0], [0.0, 0.0, 0.0], [0.0, 0.0, 0.0], [0.0, 0.0, 0.0], [0.0, 0.0, 0.0], [0.0, 0.0, 0.0], [-0.2, 0.0, 0.1], [0.0, -0.1, -0.1], [0.0, 0.0, -0.1], [0.2, -0.1, 0.2], [-0.1, 0.5, 0.0], [0.1, -0.1, 0.0], [-0.4, -0.2, -0.2], [-0.3, 0.4, -0.5], [-0.3, -0.1, 0.1], [0.1, -0.2, 0.0], [0.0, 0.2, 0.0], [0.1, -0.2, -0.1], [0.0, -0.1, 0.0], [0.0, -0.1, -0.2], [0.1, 0.1, 0.0], [0.2, -0.1, 0.1], [-0.1, 0.1, 0.1], [-0.1, 0.1, 0.0], [0.0, -0.1, -0.1], [-0.1, 0.1, 0.1], [0.1, 0.0, -0.1], [0.1, 0.1, 0.1], [0.0, 0.0, 0.0], [0.0, 0.0, 0.0], [0.0, 0.0, 0.0], [0.0, 0.0, 0.0], [0.0, 0.0, 0.0], [0.0, 0.0, 0.0], [0.0, 0.0, 0.0], [0.0, 0.0, 0.0], [0.0, 0.0, 0.0], [-0.1, 0.0, 0.0], [0.0, 0.0, 0.0], [0.0, 0.0, 0.0], [0.0, 0.0, 0.0], [0.0, 0.0, 0.0], [0.0, 0.0, 0.0], [0.0, 0.0, 0.0], [-0.1, 0.0, 0.1], [0.0, 0.0, 0.0], [0.0, -0.1, 0.0], [0.3, 0.3, 0.0], [-0.2, -0.1, 0.0], [-0.2, -0.2, 0.1], [0.0, 0.2, -0.1], [0.1, 0.0, 0.0], [0.0, 0.1, 0.1], [0.0, -0.1, 0.0], [0.0, 0.0, 0.0], [0.0, 0.0, 0.0], [0.0, -0.1, 0.0], [0.0, 0.0, 0.0], [0.0, 0.0, 0.0], [0.0, 0.0, 0.0], [0.0, 0.0, 0.0], [0.0, 0.0, 0.0], [0.0, 0.0, 0.0]]}

=====

{"formula": "C30H37BrCoN7OS", "method": "ωB97M-V/def2-TZVPD", "e_tot_ha": -5978.87074, "lumo_energy_ev": [2.514, 2.513], "total_charge": -1, "spin_multiplicity": 2, "relative_energy_kj_mol": 139.99, "homo_energy_ev": [-2.10, -2.14], "elements": ["Co", "O", "C", "C", "C", "N", "C", "Br", "C", "H", "H", "H", "H", "C", "N", "C", "C", "N", "C", "S", "H", "H", "H", "H", "H", "H", "H", "H", "C", "C", "N", "C", "N", "C", "C", "C", "N", "C", "H", "H", "H", "H", "H", "H", "H", "H", "H", "H", "H", "H", "H", "N", "C", "C", "C", "C", "C", "C", "C", "C", "C", "C", "C", "C", "C", "H", "H", "H", "H", "H", "H", "H", "H", "H", "H", "C", "H", "H"], "xyz": [[-0.13276, 0.12565, 0.39903], [0.72864, -1.19970, 6.24387], [0.58100, -0.67354, 5.00018], [-0.66307, -0.41988, 4.43627], [-0.70862, 0.09883, 3.16102], [0.39038, 0.34966, 2.43257], [1.55787, 0.09266, 2.99371], [3.08374, 0.30811, 1.89185], [1.72996, -0.39330, 4.27554], [-0.13769, -1.45600, 6.57821], [-1.58201, -0.65970, 4.95533], [-1.64940, 0.28508, 2.66110], [2.70820, -0.60143, 4.68028], [0.90935, -3.28518, -3.69613], [-0.36020, -2.65658, -3.44952], [-1.50316, -3.46846, -3.05594], [-2.51306, -2.42170, -2.55986], [-1.77584, -1.16322, -2.63924], [-0.49837, -1.36712, -3.04090], [0.69958, -0.20167, -3.03933], [0.82760, -3.97865, -4.53656], [1.24513, -3.83863, -2.81172], [1.63880, -2.51256, -3.92596], [-1.21301, -4.17304, -2.26881], [-1.87880, -4.04060, -3.90842], [-2.82457, -2.60424, -1.52971], [-3.40135, -2.38710, -3.19358], [-1.87757, -0.55326, -1.81433], [-3.34808, 4.05650, -2.04665], [-3.21670, 2.54543, -2.06966], [-2.23335, 2.10613, -1.11761], [-1.15415, 2.80446, -0.74873], [-0.24961, 2.21972, 0.00159], [0.89594, 3.00294, 0.42458], [0.59832, 4.48579, 0.54768], [0.04710, 4.95879, -0.77858], [-1.08625, 4.13742, -1.13737], [-1.95466, 4.64284, -2.18030], [-3.78615, 4.37871, -1.09846], [-3.98536, 4.40892, -2.86033], [-2.94875, 2.22208, -3.08618], [-4.16456, 2.06054, -1.82304], [-2.32739, 1.13264, -0.61441], [1.72901, 2.87144, -0.28286], [1.24823, 2.61195, 1.37915], [1.50051, 5.04307, 0.80957], [-0.14852, 4.65287, 1.32900], [0.83323, 4.92619, -1.54822], [-0.29854, 5.99586, -0.71563], [-1.55182, 4.41458, -3.17857], [-1.98078, 5.73206, -2.08669], [-1.97123, -0.23069, 0.00604], [-2.61165, -1.08577, 0.76240], [-2.04520, -2.25829, 1.32438], [-0.77513, -2.76172, 0.64623], [-0.32372, -4.06637, 1.25466], [-0.87665, -4.61790, 2.35046], [-2.02804, -4.04307, 3.00265], [-2.57610, -2.91335, 2.45154], [-4.07161, -0.77566, 1.00070], [-5.06364, -1.75319, 0.95567], [-6.40310, -1.41765, 1.10388], [-6.77500, -0.09678, 1.31252], [-5.79518, 0.88801, 1.36403], [-4.46022, 0.54999, 1.20106], [-1.02546, -2.93149, -0.41421], [0.55626, -4.52755, 0.81119], [-0.44187, -5.52790, 2.75665], [-2.46143, -4.51227, 3.87681], [-3.45505, -2.47772, 2.92198], [-4.76943, -2.78381, 0.79758], [-7.16032, -2.19168, 1.05351], [-7.81997, 0.16487, 1.43036], [-6.07452, 1.92270, 1.52752], [-3.68847, 1.31156, 1.20876], [0.38139, -1.74534, 0.59749], [1.03635, -1.99392, -0.25623], [0.99911, -1.89485, 1.49923]], "forces_ev_per_angstrom": [[0.2, 0.2, -0.3], [0.0, 0.0, 0.0], [0.0, 0.0, 0.0], [0.0, 0.0, 0.0], [0.0, 0.0, 0.0], [0.0, 0.1, 0.1], [-0.2, -0.1, 0.1], [0.0, 0.1, 0.0], [0.0, 0.0, 0.0], [0.0, 0.0, 0.0], [0.0, 0.0, 0.0], [0.0, 0.0, 0.0], [0.0, 0.0, 0.0], [0.0, 0.0, 0.0], [0.0, 0.0, 0.1], [0.0, 0.0, 0.0], [0.0, 0.0, 0.0], [0.1, -0.1, -0.1], [-0.1, 0.0, 0.0], [0.0, 0.0, 0.0], [0.0, 0.0, 0.0], [0.0, 0.0, 0.0], [0.0, 0.0, 0.0], [0.0, 0.0, 0.0], [0.0, 0.0, 0.0], [0.0, 0.0, 0.0], [0.0, 0.0, 0.0], [0.0, 0.1, 0.1], [0.0, 0.0, 0.0], [0.0, 0.0, 0.0], [-0.2, 0.0, 0.2], [0.1, 0.0, 0.0], [-0.2, 0.0, 0.0], [0.1, 0.0, 0.0], [0.0, 0.0, 0.0], [0.0, 0.0, 0.0], [0.0, 0.0, 0.0], [0.0, 0.0, 0.0], [0.0, 0.0, 0.0], [0.0, 0.0, 0.0], [0.0, 0.0, 0.0], [0.0, 0.0, 0.0], [0.2, -0.1, -0.3], [0.0, 0.0, 0.0], [0.0, 0.0, 0.0], [0.0, 0.0, 0.0], [0.0, 0.0, 0.0], [0.0, 0.0, 0.0], [0.0, 0.0, 0.0], [0.0, 0.0, 0.0], [0.0, 0.0, 0.0], [0.0, 0.1, 0.2], [-0.1, 0.0, 0.0], [0.0, 0.0, 0.0], [0.0, 0.0, 0.0], [0.0, 0.0, 0.0], [0.0, 0.0, 0.0], [0.0, 0.0, 0.0], [0.0, 0.0, 0.0], [0.0, 0.0, 0.0], [0.0, 0.0, 0.0], [0.0, 0.0, 0.0], [0.0, 0.0, 0.0], [0.0, 0.0, 0.0], [0.0, 0.0, 0.0], [0.0, 0.0, 0.0], [0.0, 0.0, 0.0], [0.0, 0.0, 0.0], [0.0, 0.0, 0.0], [0.0, 0.0, 0.0], [0.0, 0.0, 0.0], [0.0, 0.0, 0.0], [0.0, 0.0, 0.0], [0.0, 0.0, 0.0], [0.0, 0.0, 0.0], [0.0, -0.1, 0.0], [0.0, 0.0, 0.0], [0.0, 0.0, 0.0]]}